{
  "formula": "C3H5LuO3",
  "method": "ωB97M-V with the def2-TZVPD basis set",
  "symbols": ["C", "O", "O", "O", "C", "C", "H", "H", "H", "H", "Lu", "H"],
  "positions_angstrom": [[-0.367, 0.699, -0.529], [-0.350, 1.952, -0.718], [0.695, -0.151, -0.710], [-0.958, 0.368, 0.683], [0.746, -1.138, 0.302], [-0.171, -0.581, 1.391], [1.789, -1.233, 0.625], [0.390, -2.099, -0.095], [0.385, -0.079, 2.194], [-0.830, -1.346, 1.821], [-0.424, 3.088, -2.955], [-0.906, 0.521, -2.007]],
  "mulliken_charge": [0.215, -0.341, -0.204, -0.333, -0.269, -0.256, 0.242, 0.254, 0.226, 0.239, 0.424, -0.196],
  "total_energy_ev": -42949.454,
  "homo_energy_ev": -7.12,
  "homo_lumo_gap_ev": 7.01,
  "spin_multiplicity": 1
}